A single C4H8O2 molecule, computed with wB97M-V/def2-TZVPD.

Output
- net charge = 0
- gap between HOMO and LUMO (eV) = 10.560
- SMILES = OC[C@H]1C[C@H]1O
- energy above the lowest of the compared OMol25 structures with the same formula, charge and spin (kJ/mol) = 199.16
- electronic energy (hartree) = -307.63657

Last column: Mulliken charge in e.
Positions of all 14 atoms, in Å:
O: 1.4039 -1.3516 -0.9320  -0.568
C: 1.4054 0.0388 -0.6983  -0.529
C: 0.4443 0.5570 0.3835  -0.031
C: -0.9626 0.9833 0.0294  -0.777
C: -0.7389 -0.2059 0.9065  0.052
O: -0.9796 -1.4949 0.4019  -0.573
H: 0.5494 -1.7003 -0.6378  0.395
H: 1.2073 0.5900 -1.6339  0.233
H: 2.4210 0.3155 -0.3884  0.296
H: 0.9243 1.1653 1.1461  0.342
H: -1.2653 0.7705 -0.9939  0.281
H: -1.3888 1.8875 0.4566  0.270
H: -0.9663 -0.1023 1.9682  0.306
H: -1.8798 -1.5228 0.0557  0.304

A molecular structure, C16H48BrHfNO11S8, computed with wB97M-V/def2-TZVPD.

Output
- net charge = +2
- gap between HOMO and LUMO (eV) = 9.469
- electronic energy (hartree) = -7327.74278

Last column: Mulliken charge in e.
Positions of all 86 atoms, in Å:
Hf: 0.1034 0.0888 -0.1544  2.815
N: 2.4359 -2.2730 -1.6313  0.477
O: 1.4287 -1.7184 -1.0671  -0.173
O: 3.5764 -1.8305 -1.3775  -0.648
O: 2.2193 -3.1256 -2.5095  -0.602
Br: 0.0896 2.5776 1.2345  -0.639
C: -0.9304 4.0925 -1.7710  -0.780
S: -2.0218 2.6990 -1.9564  0.271
O: -1.4969 1.5663 -1.1523  -0.614
C: -3.4212 3.3789 -1.0798  -0.955
H: -1.3826 4.9190 -2.3248  0.572
H: -0.0095 3.8562 -2.3124  0.033
H: -0.6928 4.3032 -0.7337  0.261
H: -3.1499 3.8511 -0.1389  0.259
H: -4.1316 2.5690 -0.9192  0.316
H: -3.8732 4.0996 -1.7637  0.493
C: -2.5177 -3.2147 -2.3263  -0.833
S: -2.9085 -1.8468 -1.2297  0.408
O: -1.6477 -1.0854 -1.0745  -0.068
C: -3.9070 -0.9144 -2.3664  -0.873
H: -2.1699 -4.0521 -1.7342  0.230
H: -1.7741 -2.8171 -3.0136  0.138
H: -3.4180 -3.5026 -2.8691  0.508
H: -4.9130 -1.3453 -2.3721  0.535
H: -3.4881 -0.9205 -3.3716  0.349
H: -4.0190 0.1130 -2.0270  -0.052
C: 1.0728 -1.1995 -4.4995  -1.081
S: -0.2968 -0.3174 -3.7821  0.342
O: 0.1578 -0.0109 -2.4104  -0.262
C: -0.1333 1.1890 -4.7226  -0.850
H: 1.2406 -1.0154 -5.5601  0.506
H: 0.8622 -2.2738 -4.4561  0.327
H: 1.9376 -1.0310 -3.8629  0.100
H: -0.6023 1.9924 -4.1581  0.034
H: -0.6444 1.1373 -5.6855  0.457
H: 0.9172 1.3994 -4.9199  0.364
C: 4.3974 -1.1667 1.6477  -1.174
S: 3.6269 0.2629 0.8943  0.706
O: 2.1886 -0.0662 0.7650  -0.301
C: 3.8744 1.4146 2.2223  -1.303
H: 5.2714 -1.4222 1.0487  0.411
H: 3.7219 -2.0161 1.6255  0.213
H: 4.7362 -0.9251 2.6525  0.475
H: 3.4606 2.3882 1.9721  0.263
H: 4.9488 1.5106 2.3942  0.533
H: 3.4304 1.0443 3.1437  0.398
C: 1.2400 -1.4148 4.6595  -0.868
S: 0.9831 0.1513 3.8318  0.400
O: 0.3064 -0.1729 2.5489  0.072
C: -0.2858 0.8016 4.9066  -1.077
H: 1.5359 -2.0820 3.8473  0.127
H: 0.2773 -1.7729 5.0288  0.299
H: 2.0059 -1.4329 5.4278  0.480
H: 0.1193 0.7868 5.9196  0.549
H: -1.1637 0.1683 4.8044  0.233
H: -0.4796 1.8243 4.5955  0.307
C: 3.9824 1.5442 -2.3990  -0.804
S: 2.5365 2.5163 -1.9462  0.304
O: 1.6319 1.5588 -1.2304  -0.326
C: 3.2866 3.5295 -0.6902  -0.818
H: 4.7185 1.5824 -1.5981  0.309
H: 4.4340 2.0074 -3.2772  0.478
H: 3.6805 0.5136 -2.5634  0.105
H: 3.8652 4.3107 -1.1850  0.534
H: 3.9227 2.9176 -0.0565  0.068
H: 2.4819 3.9796 -0.1112  0.231
C: -4.2953 -0.4107 1.8036  -1.116
S: -2.6645 0.1007 2.3180  0.457
O: -1.8437 0.1461 1.0808  -0.113
C: -3.0925 1.7735 2.7638  -0.935
H: -4.9894 -0.3345 2.6354  0.496
H: -4.2544 -1.4453 1.4637  0.259
H: -4.5531 0.2170 0.9491  0.260
H: -4.0212 2.1244 2.3184  0.406
H: -2.2918 2.3885 2.3446  0.050
H: -3.0722 1.8185 3.8486  0.421
C: 0.1286 -4.5665 0.6904  -1.152
S: 0.0943 -3.1005 1.6937  0.504
O: -0.2754 -2.0067 0.7674  -0.737
C: -1.3592 -3.4439 2.6511  -0.897
H: 0.7505 -4.3565 -0.1787  0.278
H: -0.8897 -4.7631 0.3437  0.307
H: 0.5004 -5.3983 1.2821  0.488
H: -1.4256 -2.7371 3.4753  0.112
H: -1.4425 -4.4863 2.9436  0.557
H: -2.2309 -3.1983 2.0251  0.166

A single C16H15ClN4OS2 molecule, computed with wB97M-V/def2-TZVPD.

Output
- net charge = 0
- gap between HOMO and LUMO (eV) = 9.135
- SMILES = Cc1cc(C)nc(SCc2nnc(SCc3ccccc3Cl)o2)n1
- electronic energy (hartree) = -2169.54816

Last column: Mulliken charge in e.
Positions of all 39 atoms, in Å:
C: 3.6007 3.0867 -1.8734  -1.211
C: 3.3798 1.9699 -0.9085  0.817
C: 3.3048 2.1846 0.4670  -0.767
C: 3.1219 1.0757 1.2837  0.762
C: 3.0091 1.1762 2.7679  -1.327
N: 3.0152 -0.1421 0.7594  -0.249
C: 3.0613 -0.2353 -0.5561  0.260
S: 2.8611 -1.8257 -1.2703  -0.201
C: 2.3243 -2.7657 0.2161  -0.595
C: 0.9125 -2.4767 0.5082  0.646
N: -0.1137 -3.2151 0.2436  -0.825
N: -1.2116 -2.5532 0.6571  -0.053
C: -0.7946 -1.4271 1.1544  0.377
S: -1.7200 -0.1623 1.8613  -0.073
C: -3.4010 -0.8245 1.5044  -1.414
C: -3.8037 -0.5251 0.1006  0.409
C: -3.7023 -1.5012 -0.8851  -0.171
C: -4.0551 -1.2269 -2.1940  -0.789
C: -4.5162 0.0325 -2.5390  -0.333
C: -4.6202 1.0199 -1.5752  -0.544
C: -4.2606 0.7391 -0.2677  0.517
Cl: -4.3829 1.9951 0.9188  -0.226
O: 0.5457 -1.3084 1.0977  -0.114
N: 3.2481 0.7513 -1.4155  -0.513
H: 4.5463 3.5825 -1.6604  0.307
H: 3.6170 2.6940 -2.8854  0.333
H: 2.8045 3.8234 -1.7813  0.318
H: 3.3895 3.1762 0.8813  0.401
H: 3.5177 2.0618 3.1388  0.416
H: 3.4208 0.2849 3.2338  0.352
H: 1.9549 1.2388 3.0384  0.196
H: 2.9659 -2.4485 1.0363  0.261
H: 2.4433 -3.8181 -0.0265  0.440
H: -3.3536 -1.8946 1.6902  0.481
H: -4.0478 -0.3283 2.2266  0.558
H: -3.3267 -2.4753 -0.6123  0.392
H: -3.9669 -1.9969 -2.9446  0.384
H: -4.7928 0.2519 -3.5589  0.368
H: -4.9745 2.0062 -1.8313  0.411